{
  "formula": "C18H42BBrCl18O5P2Si",
  "method": "ωB97M-V with the def2-TZVPD basis set",
  "smiles": "O=P(O)(O)P[Si@H](Br)B(O)O.ClCCCl.ClCCCl.ClCCCl.ClCCCl.ClCCCl.ClCCCl.ClCCCl.ClCCCl.ClCCCl",
  "total_charge": 0,
  "molar_mass_g_mol": 1157.43,
  "elements": ["O", "P", "O", "O", "P", "Si", "Br", "B", "O", "O", "H", "H", "H", "H", "H", "H", "Cl", "C", "C", "Cl", "H", "H", "H", "H", "Cl", "C", "C", "Cl", "H", "H", "H", "H", "Cl", "C", "C", "Cl", "H", "H", "H", "H", "Cl", "C", "C", "Cl", "H", "H", "H", "H", "Cl", "C", "C", "Cl", "H", "H", "H", "H", "Cl", "C", "C", "Cl", "H", "H", "H", "H", "Cl", "C", "C", "Cl", "H", "H", "H", "H", "Cl", "C", "C", "Cl", "H", "H", "H", "H", "Cl", "C", "C", "Cl", "H", "H", "H", "H"],
  "coordinates": [[0.196, -0.710, 1.942], [1.078, -0.264, 0.857], [2.423, 0.396, 1.400], [1.668, -1.395, -0.066], [0.176, 1.202, -0.466], [-1.870, 1.432, 0.350], [-1.925, 2.696, 2.213], [-2.839, -0.335, 0.577], [-4.016, -0.523, -0.115], [-2.443, -1.347, 1.373], [2.194, 0.959, 2.151], [0.945, -1.732, -0.651], [0.869, 2.375, -0.134], [-2.622, 2.208, -0.659], [-3.936, -0.356, -1.059], [-1.825, -1.080, 2.067], [-1.166, -3.739, -4.604], [-1.055, -4.417, -2.952], [-1.695, -3.502, -1.943], [-0.802, -1.963, -1.714], [-0.006, -4.607, -2.734], [-1.584, -5.364, -2.955], [-1.737, -3.984, -0.971], [-2.706, -3.236, -2.239], [-1.808, -6.695, -0.569], [-0.822, -6.378, 0.889], [-1.665, -6.350, 2.135], [-2.749, -4.937, 2.156], [-0.306, -5.431, 0.745], [-0.081, -7.172, 0.950], [-1.019, -6.275, 3.008], [-2.274, -7.246, 2.224], [3.605, -4.664, -6.180], [2.501, -6.059, -6.244], [1.578, -6.124, -5.057], [2.439, -6.481, -3.534], [3.113, -6.954, -6.322], [1.908, -5.961, -7.151], [0.855, -6.924, -5.208], [1.031, -5.194, -4.922], [-6.642, 1.865, 0.524], [-6.309, 0.718, 1.848], [-6.813, 1.221, 3.173], [-5.890, 2.639, 3.736], [-5.238, 0.546, 1.875], [-6.803, -0.217, 1.593], [-6.698, 0.443, 3.926], [-7.861, 1.504, 3.122], [9.520, -1.863, -5.841], [8.304, -2.946, -5.112], [7.063, -3.063, -5.953], [6.122, -1.547, -6.011], [8.077, -2.569, -4.118], [8.769, -3.926, -5.014], [6.412, -3.827, -5.531], [7.303, -3.335, -6.977], [-0.607, 8.359, 1.291], [-0.983, 7.134, 2.531], [0.249, 6.408, 3.003], [0.935, 5.361, 1.735], [-1.710, 6.444, 2.110], [-1.441, 7.658, 3.367], [-0.011, 5.764, 3.842], [1.025, 7.101, 3.319], [-4.016, 12.265, -0.838], [-3.105, 11.377, -2.087], [-2.043, 10.489, -1.494], [-0.718, 11.422, -0.754], [-2.675, 12.108, -2.766], [-3.823, 10.769, -2.633], [-1.602, 9.876, -2.278], [-2.453, 9.833, -0.730], [6.684, -3.192, -1.556], [6.292, -2.964, 0.168], [7.507, -3.083, 1.048], [8.148, -4.748, 1.098], [5.534, -3.696, 0.435], [5.865, -1.969, 0.268], [7.242, -2.813, 2.068], [8.307, -2.430, 0.709], [-3.426, 4.440, 5.650], [-3.839, 3.266, 6.925], [-2.641, 2.480, 7.389], [-2.036, 1.366, 6.136], [-4.617, 2.616, 6.532], [-4.247, 3.834, 7.759], [-2.915, 1.873, 8.249], [-1.823, 3.138, 7.672]],
  "atomic_forces_ev_per_a": [[-0.4871, -0.1341, 0.2586], [0.0904, 0.5150, 0.6608], [0.1707, -0.0144, -0.1921], [-0.1736, -0.1041, -0.3823], [0.0756, -0.2700, -1.0154], [-0.2430, 0.4784, 0.3983], [-0.0546, -0.2379, -0.0625], [0.0691, -0.3676, -0.0023], [0.3126, -0.5315, -0.3760], [-0.7028, 0.2671, 0.5827], [0.1513, 0.0099, 0.0887], [0.6753, -0.0804, 0.3259], [-0.0014, 0.0263, 0.3260], [0.1257, 0.0986, -0.0617], [-0.2941, 0.4670, 0.0822], [0.6154, -0.1695, -0.3209], [-0.0003, 0.0281, 0.0043], [0.0726, 0.1701, -0.0801], [-0.1089, -0.2031, 0.2636], [-0.3559, 0.0702, -0.4949], [0.0141, 0.0530, 0.0049], [-0.0628, -0.0121, -0.0206], [0.0158, 0.0069, 0.0328], [0.0186, 0.0926, -0.0237], [0.0058, -0.1414, 0.0741], [0.1465, -0.0021, 0.0043], [-0.0424, 0.0078, 0.0839], [0.0080, 0.0072, -0.0152], [-0.0385, 0.0291, -0.0320], [-0.0424, -0.0485, -0.0037], [0.0252, 0.0329, -0.0095], [-0.0345, 0.0054, -0.0312], [-0.0076, 0.0783, 0.0239], [0.0416, -0.0903, -0.0734], [-0.1362, -0.0309, 0.0076], [-0.0047, 0.0375, 0.0093], [0.0044, -0.0166, 0.0467], [-0.0091, 0.0486, 0.0008], [0.0352, -0.0464, 0.0014], [0.1269, 0.0270, -0.0266], [0.0299, 0.0120, -0.0160], [-0.0058, -0.0835, -0.0024], [-0.0870, -0.0302, 0.0659], [0.0155, 0.0261, 0.0597], [0.0330, 0.0390, -0.0167], [-0.0214, 0.0022, -0.0033], [0.0553, -0.0134, -0.0132], [0.0051, 0.0567, -0.0321], [-0.0033, 0.0136, 0.0048], [0.0295, -0.0151, 0.1014], [-0.0856, -0.1042, -0.0704], [0.0282, -0.0271, 0.0247], [0.0007, 0.0701, -0.0136], [0.0002, -0.0145, -0.0363], [-0.0114, 0.0217, 0.0393], [0.0199, 0.0340, -0.0184], [-0.0012, 0.0251, -0.0190], [-0.1145, -0.0112, 0.0224], [-0.0318, -0.0593, 0.1332], [0.0954, -0.0030, -0.0527], [0.0276, -0.0208, -0.0443], [0.0351, 0.0199, 0.0167], [-0.0380, -0.0303, -0.0234], [0.0231, 0.0218, -0.0678], [0.0015, 0.0175, 0.0004], [-0.0287, -0.0115, -0.0756], [0.0080, -0.1098, -0.0071], [0.0100, 0.0114, 0.0137], [0.0170, 0.0423, 0.0364], [-0.0098, -0.0265, 0.0268], [0.0078, 0.0256, -0.0265], [0.0042, 0.0351, 0.0477], [-0.0074, -0.0356, -0.0405], [-0.0842, 0.0305, 0.0111], [0.0362, 0.0319, 0.0821], [-0.0003, 0.0189, -0.0129], [0.0224, -0.0538, -0.0278], [0.0064, 0.0651, -0.0097], [-0.0238, -0.0223, 0.0070], [0.0216, -0.0296, -0.0425], [0.0366, 0.0295, -0.0522], [-0.1210, -0.0077, 0.0592], [0.0363, -0.0326, 0.0762], [0.0143, 0.0193, -0.0376], [0.0339, -0.0092, -0.0816], [0.0373, 0.0217, 0.0136], [-0.0411, -0.0088, -0.0090], [0.0231, 0.0135, -0.0467]]
}

{
  "formula": "C35H59FN2O23",
  "method": "ωB97M-V with the def2-TZVPD basis set",
  "smiles": "CCCCc1cc2c(cc1F)C(=O)N(NCC)C2=O.COC(=O)OC.COC(=O)OC.COC(=O)OC.COC(=O)OC.COC(=O)OC.COC(=O)OC.COC(=O)OC",
  "relative_energy_kj_mol": 56.1,
  "total_charge": 0,
  "molar_mass_g_mol": 894.85,
  "elements": ["C", "C", "C", "C", "C", "C", "C", "C", "C", "C", "F", "C", "O", "N", "N", "C", "C", "C", "O", "H", "H", "H", "H", "H", "H", "H", "H", "H", "H", "H", "H", "H", "H", "H", "H", "H", "C", "O", "C", "O", "O", "C", "H", "H", "H", "H", "H", "H", "C", "O", "C", "O", "O", "C", "H", "H", "H", "H", "H", "H", "C", "O", "C", "O", "O", "C", "H", "H", "H", "H", "H", "H", "C", "O", "C", "O", "O", "C", "H", "H", "H", "H", "H", "H", "C", "O", "C", "O", "O", "C", "H", "H", "H", "H", "H", "H", "C", "O", "C", "O", "O", "C", "H", "H", "H", "H", "H", "H", "C", "O", "C", "O", "O", "C", "H", "H", "H", "H", "H", "H"],
  "coordinates": [[-2.546, 1.629, -1.420], [-3.240, 0.401, -2.029], [-2.956, 0.154, -3.543], [-1.647, 0.748, -4.095], [-0.378, 0.290, -3.405], [-0.293, -0.675, -2.420], [0.920, -0.947, -1.872], [2.069, -0.290, -2.266], [2.023, 0.640, -3.260], [0.793, 0.900, -3.795], [0.716, 1.829, -4.767], [3.225, -0.803, -1.424], [4.414, -0.672, -1.606], [2.573, -1.470, -0.399], [3.317, -2.217, 0.534], [2.817, -2.037, 1.902], [3.246, -0.686, 2.555], [1.307, -1.930, -0.783], [0.695, -2.873, -0.331], [-3.156, 2.106, -0.647], [-2.299, 2.412, -2.139], [-1.633, 1.303, -0.910], [-3.049, -0.521, -1.476], [-4.319, 0.575, -1.945], [-2.962, -0.912, -3.790], [-3.776, 0.613, -4.105], [-1.562, 0.415, -5.139], [-1.659, 1.839, -4.135], [-1.185, -1.195, -2.095], [2.925, 1.148, -3.583], [4.266, -1.852, 0.545], [3.244, -2.848, 2.497], [1.733, -2.108, 1.977], [2.403, -0.017, 2.736], [3.668, -0.918, 3.539], [4.032, -0.182, 1.986], [0.864, -5.212, -2.862], [1.831, -6.127, -3.384], [2.663, -5.587, -4.274], [2.654, -4.444, -4.646], [3.508, -6.535, -4.679], [4.465, -6.093, -5.642], [0.250, -5.760, -2.152], [1.353, -4.393, -2.340], [0.226, -4.831, -3.658], [5.093, -5.306, -5.226], [3.969, -5.745, -6.546], [5.088, -6.949, -5.888], [6.035, -7.076, 4.475], [4.846, -6.593, 3.846], [4.914, -6.543, 2.517], [5.860, -6.865, 1.846], [3.757, -6.070, 2.060], [3.690, -5.960, 0.635], [5.854, -7.069, 5.546], [6.249, -8.097, 4.160], [6.879, -6.424, 4.255], [3.800, -6.936, 0.166], [4.448, -5.270, 0.269], [2.710, -5.562, 0.386], [10.740, -2.642, 4.012], [10.247, -2.788, 2.680], [9.032, -3.333, 2.604], [8.360, -3.690, 3.537], [8.693, -3.413, 1.320], [7.402, -3.983, 1.094], [11.727, -2.192, 3.938], [10.094, -1.984, 4.591], [10.830, -3.612, 4.498], [6.627, -3.375, 1.560], [7.361, -5.004, 1.466], [7.238, -3.997, 0.019], [-5.743, 2.489, 2.905], [-6.931, 2.976, 2.269], [-6.834, 3.032, 0.934], [-5.875, 2.719, 0.285], [-7.986, 3.502, 0.449], [-8.019, 3.617, -0.976], [-5.933, 2.493, 3.975], [-5.529, 1.471, 2.587], [-4.900, 3.145, 2.692], [-7.886, 2.643, -1.443], [-7.256, 4.313, -1.322], [-8.998, 4.005, -1.241], [-11.581, -1.017, 5.239], [-10.568, -0.502, 4.375], [-10.704, 0.796, 4.087], [-11.578, 1.517, 4.489], [-9.705, 1.147, 3.281], [-9.717, 2.523, 2.884], [-11.360, -2.070, 5.394], [-11.563, -0.506, 6.200], [-12.563, -0.926, 4.778], [-9.625, 3.174, 3.753], [-10.627, 2.755, 2.330], [-8.868, 2.682, 2.239], [-6.421, 6.700, 1.431], [-5.159, 6.129, 1.780], [-4.107, 6.886, 1.466], [-4.146, 7.963, 0.935], [-3.005, 6.237, 1.844], [-1.790, 6.935, 1.566], [-7.189, 5.991, 1.734], [-6.584, 7.639, 1.957], [-6.490, 6.851, 0.355], [-1.760, 7.884, 2.099], [-1.675, 7.096, 0.495], [-0.975, 6.307, 1.917], [5.568, 6.102, -1.821], [5.080, 5.962, -3.155], [3.860, 5.432, -3.239], [3.178, 5.081, -2.312], [3.528, 5.356, -4.526], [2.233, 4.801, -4.765], [6.559, 6.541, -1.889], [4.926, 6.766, -1.244], [5.644, 5.130, -1.335], [1.460, 5.415, -4.305], [2.178, 3.780, -4.394], [2.079, 4.790, -5.840]],
  "atomic_forces_ev_per_a": [[0.2092, -0.3870, 0.6546], [-0.6180, 0.2968, -0.6402], [0.2926, 0.5189, 0.1899], [-0.1190, -0.7560, -0.0759], [-0.6674, 0.5874, -0.4808], [-0.9350, -0.4029, -0.0366], [0.7169, -0.9191, 0.8053], [0.3869, -0.7015, 0.4313], [1.2227, 0.3381, -0.0512], [-0.0221, 0.3487, -0.3468], [0.0138, 0.1239, -0.1530], [-0.4565, 1.0764, -1.1121], [-0.7392, -0.1762, 0.6941], [1.0564, -0.9723, 0.8769], [-0.2578, -0.5973, 0.4056], [0.3220, 0.9068, 0.6879], [-0.0212, -0.6249, 0.3802], [-0.9330, 0.4429, -0.4046], [0.6309, 0.8408, -0.1617], [-0.1079, -0.1748, -0.1364], [-0.0072, -0.1701, -0.0563], [0.1008, 0.3008, -0.2199], [0.1203, 0.2742, 0.2202], [0.0889, -0.2045, 0.0221], [-0.1442, 0.0532, 0.1898], [0.1407, -0.1285, -0.0938], [-0.0353, 0.1984, 0.0541], [-0.0625, -0.0952, 0.1000], [0.1028, -0.0405, 0.0313], [-0.1504, 0.0529, -0.1143], [-0.0199, 0.0268, -0.5999], [-0.1019, -0.0785, -0.2206], [0.0832, -0.3525, -0.4363], [0.1272, 0.0781, -0.2730], [-0.0122, 0.1919, -0.0792], [-0.1921, 0.0399, -0.0351], [-0.2355, 0.1160, 0.1701], [-0.0046, -0.0581, -0.0047], [-0.0019, -0.1166, 0.0655], [0.0032, 0.0639, -0.0232], [0.0071, -0.0418, 0.0039], [0.2253, -0.0201, -0.1783], [0.1353, -0.1557, -0.0326], [-0.0073, 0.0428, -0.0942], [0.1067, 0.0841, -0.0271], [-0.1016, 0.0805, -0.0376], [-0.0115, 0.1157, 0.0687], [-0.1133, -0.0965, 0.1302], [0.2283, -0.0520, 0.2104], [-0.0282, -0.0115, 0.0287], [-0.1134, 0.0688, 0.0994], [0.0541, -0.0432, -0.0441], [-0.0544, 0.0291, 0.0052], [-0.1630, 0.0465, -0.3519], [-0.1808, 0.0725, -0.0496], [0.0423, 0.0580, -0.1042], [-0.0054, -0.0509, -0.1014], [0.1578, 0.0138, 0.0452], [0.0557, -0.0849, -0.0015], [-0.0208, 0.0587, 0.2377], [0.1814, 0.0688, 0.1946], [0.0358, 0.0205, -0.0041], [0.0417, -0.0041, -0.1392], [-0.0164, -0.0083, 0.0634], [0.0117, 0.0770, -0.0077], [-0.2464, -0.1822, -0.1662], [-0.0324, -0.0040, -0.1930], [-0.0698, -0.1123, 0.0223], [-0.1283, 0.0192, 0.0295], [0.0394, -0.0589, 0.1144], [-0.0500, 0.0560, 0.0973], [0.2036, 0.1059, -0.0150], [0.2559, -0.0686, 0.3202], [0.5388, 0.1418, -0.4226], [0.1831, 0.0754, 0.2077], [0.0533, -0.0688, -0.1119], [0.0210, 0.1138, -0.0228], [-0.1232, 0.0619, -0.2830], [-0.1920, 0.0636, -0.0512], [0.0251, 0.0581, -0.1066], [-0.0219, -0.0419, -0.1192], [0.1306, 0.0226, 0.0254], [0.0861, -0.1081, 0.0188], [-0.0347, -0.0041, 0.1991], [-0.1283, -0.1899, 0.1453], [0.0238, -0.0449, -0.0011], [0.1229, -0.0317, -0.0749], [-0.0538, 0.0063, 0.0377], [0.0230, -0.0136, 0.0074], [-0.2401, 0.2350, -0.1836], [0.1520, 0.0331, -0.1166], [-0.0809, 0.0896, -0.0626], [0.0018, 0.1243, 0.0551], [-0.1377, -0.0390, 0.0246], [-0.1110, -0.0294, 0.2009], [-0.4175, -0.3163, 0.2740], [-0.3442, -0.0171, -0.0488], [-0.0681, -0.0942, 0.0552], [0.0393, -0.1067, 0.0262], [-0.0168, 0.0460, -0.0226], [-0.0067, -0.0493, 0.0351], [0.2941, 0.0478, -0.0109], [0.1657, -0.1226, 0.0783], [0.1077, 0.0550, -0.0952], [0.0870, 0.1281, 0.0240], [-0.0758, 0.0430, -0.1035], [-0.0780, 0.1017, 0.0223], [-0.1434, -0.1264, 0.0486], [0.1868, 0.0635, 0.2079], [0.0238, 0.0195, -0.0234], [0.0730, 0.0234, -0.1066], [-0.0315, -0.0187, 0.0503], [0.0137, 0.0328, -0.0493], [-0.2262, -0.0873, -0.1439], [-0.0320, -0.0040, -0.1945], [-0.0723, -0.1096, 0.0184], [-0.1283, 0.0194, 0.0253], [0.0324, -0.0709, 0.1159], [-0.0377, 0.0648, 0.1163], [0.2044, 0.0808, -0.0120]]
}

{
  "formula": "C3Cl2F2O2",
  "method": "ωB97M-V with the def2-TZVPD basis set",
  "smiles": "O=C=C(Cl)Cl.O=C(F)F",
  "relative_energy_kj_mol": 18.9,
  "total_charge": 0,
  "molar_mass_g_mol": 176.93,
  "elements": ["O", "C", "C", "Cl", "Cl", "O", "C", "F", "F"],
  "coordinates": [[-2.371, -1.731, 0.260], [-2.212, -0.601, 0.302], [-1.843, 0.658, 0.312], [-1.566, 1.179, -1.356], [-1.449, 1.729, 1.565], [1.555, 0.265, 0.518], [2.279, -0.283, -0.219], [2.845, -1.421, -0.023], [2.761, 0.206, -1.358]],
  "atomic_forces_ev_per_a": [[-0.7339, -1.6023, -0.1069], [0.9845, 1.4098, 0.9000], [0.1023, 0.3533, -1.4653], [-0.0966, 0.0802, 0.4221], [-0.2217, -0.2365, 0.2562], [-0.3453, 0.0431, -0.1679], [0.4039, 1.3022, -0.2552], [0.3516, -1.2455, 0.1141], [-0.4448, -0.1043, 0.3027]]
}

Number 1: LUMO 0.22 eV, energy -12942.0571 Ha. Number 2: LUMO -0.20 eV, energy -3308.9823 Ha. Number 3: LUMO -0.13 eV, energy -1384.8660 Ha.